Record 1
# C39H57F5N6O15

A 11-piece molecular cluster, C39H57F5N6O15 overall (ωB97M-V/def2-TZVPD, the OMol25 dataset).

```
122
Properties=species:S:1:pos:R:3:mulliken_charge:R:1
O -3.173 -10.456 1.845 -0.573
C -3.133 -11.688 2.036 0.675
O -3.360 -12.574 1.073 -0.284
C -3.706 -13.774 1.667 -0.389
C -3.210 -13.694 3.157 0.328
F -2.071 -14.383 3.363 -0.277
O -2.996 -12.279 3.263 -0.293
H -4.795 -13.800 1.694 0.263
H -3.316 -14.634 1.124 0.300
H -3.926 -13.989 3.923 0.256
O -4.237 -2.512 -0.894 -0.601
C -4.227 -3.751 -0.801 0.657
O -3.862 -4.486 0.277 -0.280
C -3.701 -5.861 0.024 -0.429
C -4.417 -5.967 -1.364 0.299
F -5.692 -6.262 -1.278 -0.255
O -4.439 -4.627 -1.820 -0.309
H -2.650 -6.129 -0.086 0.312
H -4.225 -6.416 0.802 0.285
H -3.868 -6.760 -1.872 0.276
O -11.374 -9.248 3.490 -0.549
C -10.193 -9.430 3.638 0.682
O -9.556 -9.344 4.801 -0.339
C -8.229 -9.806 4.626 -0.397
C -8.023 -9.774 3.152 0.413
F -7.554 -10.927 2.667 -0.302
O -9.339 -9.641 2.631 -0.310
H -7.590 -9.139 5.204 0.255
H -8.286 -10.803 5.063 0.257
H -7.391 -8.945 2.833 0.281
O -2.617 -6.228 6.021 -0.579
C -1.716 -5.913 5.227 0.709
O -0.547 -6.547 4.938 -0.311
C 0.194 -5.776 4.015 -0.331
C -0.321 -4.417 4.441 0.279
F -0.377 -3.628 3.331 -0.261
O -1.642 -4.680 4.787 -0.274
H 1.278 -5.763 4.135 0.294
H -0.132 -5.981 2.995 0.236
H 0.212 -3.879 5.225 0.236
O 3.710 -8.539 1.804 -0.527
C 3.254 -8.571 0.685 0.663
O 3.437 -9.535 -0.220 -0.335
C 2.606 -9.342 -1.376 -0.319
C 1.953 -7.990 -1.154 0.345
F 0.602 -8.168 -1.133 -0.285
O 2.411 -7.611 0.167 -0.300
H 3.181 -9.322 -2.302 0.281
H 1.808 -10.084 -1.397 0.251
H 2.215 -7.197 -1.854 0.223
C -8.297 -1.066 3.771 -1.108
C -6.829 -1.262 3.445 -0.277
C -6.363 -2.660 3.820 -0.406
C -7.003 -3.791 3.160 0.173
N -7.579 -4.732 2.744 -0.455
H -8.485 -1.028 4.844 0.316
H -8.977 -1.725 3.230 0.323
H -8.604 -0.130 3.305 0.315
H -6.158 -0.605 3.998 0.266
H -6.579 -0.999 2.417 0.293
H -6.479 -2.821 4.892 0.300
H -5.316 -2.870 3.601 0.285
C 0.353 -1.966 -3.681 -1.201
C 0.058 -2.124 -5.171 -0.370
C -1.172 -2.994 -5.303 -0.257
C -1.022 -4.399 -4.829 0.233
N -0.837 -5.484 -4.516 -0.462
H -0.383 -1.384 -3.125 0.331
H 1.341 -1.590 -3.416 0.355
H 0.321 -2.950 -3.212 0.285
H 0.909 -2.535 -5.714 0.302
H 0.000 -1.109 -5.563 0.316
H -1.516 -3.057 -6.335 0.307
H -1.945 -2.626 -4.630 0.174
C -5.052 3.786 -1.372 -1.225
C -6.067 3.217 -0.372 -0.268
C -7.535 3.782 -0.432 -0.460
C -7.661 5.263 -0.767 0.186
N -7.762 6.375 -0.992 -0.397
H -5.450 3.990 -2.366 0.334
H -4.198 3.111 -1.426 0.320
H -4.705 4.715 -0.918 0.389
H -5.522 3.327 0.565 0.301
H -6.201 2.151 -0.561 0.236
H -8.059 3.630 0.511 0.313
H -8.144 3.251 -1.163 0.273
C -1.607 1.104 1.129 -1.124
C -0.081 0.809 1.303 -0.413
C 0.874 1.919 0.831 -0.396
C 0.772 3.267 1.505 0.176
N 0.664 4.302 2.023 -0.420
H -1.761 1.223 0.056 0.244
H -1.829 2.004 1.701 0.343
H -2.270 0.329 1.514 0.385
H 0.173 -0.143 0.837 0.325
H 0.132 0.738 2.369 0.296
H 0.716 2.118 -0.229 0.289
H 1.926 1.690 1.004 0.299
C -10.192 -4.154 -0.719 -1.070
C -11.081 -5.262 -0.315 -0.390
C -10.619 -6.609 -0.859 -0.369
C -10.450 -6.736 -2.330 0.211
N -10.339 -6.808 -3.488 -0.468
H -10.261 -3.797 -1.747 0.368
H -9.160 -4.454 -0.539 0.241
H -10.399 -3.280 -0.101 0.315
H -12.100 -5.071 -0.652 0.294
H -11.199 -5.361 0.764 0.341
H -11.298 -7.439 -0.666 0.303
H -9.649 -6.832 -0.413 0.225
C -7.201 0.928 -4.900 -1.092
C -5.797 0.340 -5.081 -0.361
C -5.778 -0.804 -6.161 -0.291
C -6.636 -2.000 -5.949 0.192
N -7.271 -2.973 -5.761 -0.438
H -7.610 1.244 -5.860 0.323
H -7.117 1.863 -4.345 0.261
H -7.840 0.191 -4.415 0.339
H -5.370 -0.008 -4.140 0.270
H -5.144 1.153 -5.397 0.312
H -4.761 -1.186 -6.246 0.182
H -6.046 -0.455 -7.158 0.312
```

Computed properties:
HOMO-LUMO gap = 0.399 hartree
SMILES = O=C1OC[C@@H](F)O1.O=C1OC[C@@H](F)O1.O=C1OC[C@@H](F)O1.O=C1OC[C@@H](F)O1.O=C1OC[C@@H](F)O1.CCCC#N.CCCC#N.CCCC#N.CCCC#N.CCCC#N.CCCC#N


Record 2
# C39H57IrN7O2

C39H57IrN7O2 as an isolated structure (ωB97M-V/def2-TZVPD, the OMol25 dataset).

```
106
Properties=species:S:1:pos:R:3:mulliken_charge:R:1
Ir 0.678 -0.552 -0.125 2.070
C -1.622 -0.045 -1.633 -0.939
C -0.576 -0.608 -2.362 -0.593
C -0.154 -1.831 -1.608 0.609
C -1.060 -1.895 -0.472 -1.747
C -1.975 -0.852 -0.513 0.525
C -3.249 -0.730 0.311 1.622
C -3.705 -2.134 0.726 -1.766
C -4.330 -0.084 -0.563 -1.825
C -3.093 0.115 1.577 -1.405
C 0.426 -3.136 -2.171 2.059
C -0.635 -3.786 -3.083 -1.540
C 0.630 -4.140 -1.019 -1.845
C 1.733 -2.957 -2.959 -2.127
C -0.091 0.013 -3.680 2.505
C 1.368 0.473 -3.628 -2.078
C -0.303 -0.927 -4.876 -1.804
C -0.944 1.257 -3.997 -2.227
H -2.158 0.845 -1.909 0.670
H -1.127 -2.764 0.157 1.084
H -3.754 -2.812 -0.125 0.348
H -4.698 -2.081 1.171 0.455
H -3.041 -2.574 1.472 0.317
H -4.467 -0.627 -1.498 0.346
H -4.090 0.952 -0.805 0.294
H -5.282 -0.085 -0.034 0.467
H -2.294 -0.246 2.214 0.158
H -4.015 0.078 2.157 0.710
H -2.910 1.157 1.336 -0.142
H -1.573 -3.923 -2.542 0.293
H -0.294 -4.769 -3.409 0.457
H -0.835 -3.198 -3.969 0.335
H -0.322 -4.537 -0.673 0.449
H 1.146 -3.711 -0.155 0.281
H 1.210 -4.989 -1.375 0.432
H 1.565 -2.944 -4.032 0.366
H 2.409 -3.794 -2.775 0.423
H 2.255 -2.038 -2.705 0.758
H 1.916 -0.073 -2.874 0.123
H 1.443 1.535 -3.391 0.334
H 1.864 0.321 -4.587 0.347
H 0.410 -1.744 -4.908 0.200
H -0.179 -0.357 -5.796 0.586
H -1.311 -1.340 -4.884 0.348
H -0.854 2.025 -3.226 0.437
H -1.999 1.016 -4.129 0.384
H -0.591 1.695 -4.930 0.485
O 2.302 3.911 6.426 -0.559
N 2.775 3.695 5.340 1.020
O 3.851 4.074 4.931 -0.593
C 1.980 2.828 4.441 -0.441
C 1.230 1.880 5.032 -1.012
C 0.595 0.880 4.231 1.497
C 0.072 -0.272 4.851 -0.945
C -0.338 -1.310 4.059 -1.162
C -0.173 -1.202 2.677 -0.699
N 0.270 -0.118 2.051 0.939
C 0.601 0.958 2.829 -0.561
C 1.161 2.169 2.248 -1.018
N 0.961 2.497 0.919 1.352
C 1.799 3.318 0.280 -0.075
C 2.818 3.983 0.948 -1.449
C 2.833 3.916 2.322 -0.809
C 2.009 2.993 3.009 1.447
H 1.199 1.811 6.111 0.591
H 0.044 -0.332 5.930 0.532
H -0.726 -2.230 4.471 0.555
H -0.395 -2.045 2.038 0.193
H 1.570 3.504 -0.758 0.453
H 3.480 4.633 0.398 0.583
H 3.502 4.539 2.893 0.631
C 3.299 -0.120 1.421 0.049
N 2.815 -0.736 0.125 0.525
C 3.262 -2.189 0.181 -0.531
N 4.680 -2.317 0.383 0.224
C 5.056 -1.682 1.641 -0.699
N 4.718 -0.253 1.633 0.235
C 5.427 0.382 0.520 -0.705
N 5.064 -0.224 -0.754 0.156
C 3.649 -0.084 -0.965 -0.772
C 5.390 -1.652 -0.710 -0.705
H 2.763 -0.610 2.235 0.495
H 3.050 0.943 1.378 -0.975
H 2.964 -2.651 -0.759 0.006
H 2.719 -2.655 1.007 0.170
H 6.129 -1.790 1.797 0.365
H 4.533 -2.170 2.467 0.334
H 6.500 0.277 0.680 0.397
H 5.183 1.447 0.498 0.309
H 3.376 -0.556 -1.901 0.634
H 3.368 0.972 -0.996 0.133
H 6.464 -1.768 -0.559 0.320
H 5.118 -2.115 -1.660 0.359
C -2.331 3.890 1.291 -1.712
C -1.043 3.893 0.478 0.674
C -1.267 4.518 -0.897 -1.441
C -0.429 2.478 0.336 0.752
H -2.680 4.911 1.439 0.512
H -2.198 3.437 2.274 0.353
H -3.126 3.354 0.773 0.309
H -0.321 4.511 1.025 0.261
H -2.016 3.954 -1.458 0.346
H -0.358 4.544 -1.500 0.309
H -1.627 5.540 -0.803 0.458
H -0.312 2.150 -0.697 -0.133
H -0.978 1.710 0.868 -0.721
```

Computed properties:
HOMO-LUMO gap (spin up / spin down) = 0.201 / 0.225 hartree
Multiplicity = 2
Total charge = +2
ΔE to the lowest compared entry with this formula, charge and spin = 2.936 eV
Expectation value of S² = 0.7655


Record 3
# C39H58N2O15

C39H58N2O15 as an isolated structure (ωB97M-V/def2-TZVPD, the OMol25 dataset).

```
114
Properties=species:S:1:pos:R:3:mulliken_charge:R:1
O -0.819 -1.311 -5.614 -0.717
C -0.551 -1.869 -4.529 -0.401
O -0.712 -3.151 -4.297 -0.317
C -0.207 -3.627 -3.072 -1.315
C 0.116 -2.368 -2.327 1.072
C -0.262 -1.129 -3.230 0.566
H 0.611 -4.345 -3.117 0.404
H -0.996 -4.163 -2.545 0.531
H 1.179 -2.292 -2.097 0.215
H -0.390 -2.316 -1.363 -0.499
H 0.478 -0.333 -3.300 0.592
H -1.091 -0.693 -2.671 -0.189
O 3.706 1.091 2.369 -0.467
C 2.666 1.535 2.845 1.044
O 1.439 0.976 2.452 -0.387
C 0.375 1.726 2.948 -0.907
C 1.015 2.470 4.099 -1.284
C 2.453 2.713 3.692 -0.438
H -0.287 0.892 3.178 0.712
H -0.038 2.471 2.268 -0.509
H 1.007 2.015 5.089 0.411
H 0.508 3.381 4.418 0.616
H 3.106 2.621 4.559 0.391
H 2.758 3.629 3.186 0.211
O 0.516 3.827 -1.934 -0.659
C -0.470 3.095 -2.181 0.364
O -1.758 3.470 -1.868 -0.249
C -2.625 2.406 -2.058 -1.144
C -1.774 1.158 -2.175 1.927
C -0.441 1.659 -2.767 0.477
H -3.195 2.688 -2.944 0.420
H -3.180 2.317 -1.124 0.019
H -2.342 0.407 -2.724 0.458
H -1.625 0.656 -1.220 -0.807
H -0.521 1.620 -3.853 0.832
H 0.392 1.101 -2.338 -0.927
O -0.822 4.540 3.253 -0.633
C -1.461 3.939 2.434 0.819
O -1.754 2.683 2.539 -0.418
C -2.358 2.059 1.431 0.551
C -2.511 3.136 0.453 -0.457
C -2.202 4.475 1.224 -0.819
H -3.320 1.748 1.839 0.563
H -1.839 1.141 1.155 0.070
H -3.485 3.254 -0.022 0.910
H -1.766 2.992 -0.330 -0.543
H -3.072 4.992 1.629 0.329
H -1.593 5.297 0.849 0.410
O 5.442 1.491 -0.323 -0.689
C 4.332 1.935 -0.584 0.631
O 3.983 2.329 -1.889 -0.400
C 2.641 2.813 -1.965 -1.082
C 1.942 2.343 -0.632 -0.466
C 3.154 2.142 0.332 0.011
H 2.171 2.399 -2.857 0.274
H 2.600 3.891 -2.124 0.435
H 1.518 1.348 -0.765 -0.154
H 1.105 2.982 -0.350 1.657
H 3.058 1.324 1.045 -2.858
H 3.282 3.008 0.983 0.403
O -4.914 -0.625 -4.137 -0.597
C -4.125 -1.139 -3.413 0.285
O -3.234 -0.528 -2.596 -0.165
C -2.697 -1.373 -1.687 -0.300
C -3.126 -2.855 -2.097 -0.758
C -4.098 -2.616 -3.333 -0.469
H -3.019 -0.975 -0.725 0.882
H -1.612 -1.287 -1.622 0.616
H -3.752 -3.244 -1.294 0.686
H -2.343 -3.570 -2.348 -0.397
H -5.080 -3.087 -3.285 0.337
H -3.643 -2.873 -4.289 0.266
O 1.908 -0.706 -3.224 -0.674
C 2.741 -0.852 -2.352 -0.107
O 3.068 0.102 -1.562 0.109
C 3.887 -0.411 -0.435 -0.431
C 3.810 -1.906 -0.626 -0.555
C 3.456 -2.183 -1.983 -0.027
H 3.439 -0.062 0.496 0.492
H 4.896 0.001 -0.430 0.818
H 2.893 -2.063 -0.060 0.372
H 4.474 -2.606 -0.118 0.452
H 2.852 -3.086 -2.079 0.060
H 4.277 -2.048 -2.687 0.506
N 1.919 -1.347 2.711 0.413
C 1.132 -0.805 3.699 -0.631
C 0.713 -1.823 4.525 -0.480
C 1.026 -3.014 3.844 -1.409
C 1.761 -2.696 2.692 0.010
H 2.409 -0.806 2.013 0.544
H 1.076 0.258 3.885 0.535
H 0.256 -1.782 5.503 0.478
H 0.692 -3.963 4.237 0.444
H 2.181 -3.362 1.952 0.600
N -2.890 -3.325 3.382 0.037
C -1.596 -2.895 3.239 -1.284
C -1.501 -2.260 2.029 2.241
C -2.711 -2.410 1.374 -1.547
C -3.573 -2.965 2.265 -1.501
H -3.382 -3.610 4.217 0.268
H -0.859 -2.951 4.026 0.367
H -0.687 -1.845 1.454 -1.019
H -3.043 -2.009 0.428 0.744
H -4.643 -3.086 2.353 0.413
C 0.147 0.894 0.685 -1.371
C -0.159 -0.440 0.046 0.643
O -1.000 -0.505 -0.799 0.184
C 0.765 -1.641 0.166 0.018
H 1.202 0.991 0.942 2.708
H -0.393 1.114 1.605 -0.351
H -0.162 1.690 0.006 0.429
H 1.517 -1.651 0.954 -1.465
H 1.373 -1.732 -0.734 -0.348
H 0.286 -2.619 0.107 0.337
```

Computed properties:
HOMO-LUMO gap = 0.310 hartree
ΔE to the lowest compared entry with this formula, charge and spin = 27.647 eV